No. 1
C22H36BeO2P2 as an isolated structure at a distorted geometry, computed with wB97M-V/def2-TZVPD.

Calculated values
**Kohn-Sham gap**: 0.1246 hartree

The geometry in XYZ format:
```
63
Properties=species:S:1:pos:R:3:forces:R:3
P 2.272 2.769 -1.034 -1.860 -1.813 0.962
P 3.124 -1.081 0.166 -0.144 0.258 0.585
C 3.602 1.874 -0.150 0.654 0.121 0.008
C 3.947 0.407 -0.552 0.916 0.322 -0.482
H 3.455 1.978 0.941 -0.209 -0.016 -0.625
H 4.499 2.478 -0.374 -0.116 -0.212 0.055
H 3.941 0.288 -1.650 0.081 0.063 0.435
H 4.994 0.248 -0.233 -0.162 0.131 -0.224
C 3.886 -1.210 1.807 0.345 -0.127 0.124
H 3.349 -1.956 2.407 -0.036 0.343 -0.259
H 3.911 -0.253 2.348 -0.242 -0.340 -0.255
H 4.918 -1.551 1.644 -0.057 0.188 0.044
C 3.844 -2.458 -0.742 0.698 -0.078 -0.165
H 4.808 -2.695 -0.277 -0.075 -0.179 -0.389
H 3.991 -2.181 -1.793 -0.038 -0.206 0.150
H 3.169 -3.319 -0.667 0.259 0.241 -0.042
C 2.121 4.433 -0.389 0.413 0.668 0.070
H 1.089 4.798 -0.474 0.254 -0.295 -0.018
H 2.772 5.106 -0.962 -0.004 -0.048 -0.004
H 2.419 4.475 0.666 -0.210 -0.132 -0.353
C 2.601 2.913 -2.801 1.366 0.700 -0.704
H 2.866 1.944 -3.247 -0.105 0.255 0.189
H 3.423 3.623 -2.967 -0.155 -0.206 -0.359
H 1.699 3.297 -3.302 0.227 -0.148 0.324
Be -3.530 -0.794 -0.720 1.254 1.555 1.318
C 1.344 -1.470 0.231 -2.947 0.538 0.914
C 0.932 -1.030 1.566 0.952 -2.194 0.906
C 1.138 0.370 1.864 -0.616 0.079 0.119
C -0.064 1.292 1.463 0.217 0.037 0.834
C 0.314 2.210 0.396 0.536 1.626 0.818
C 0.722 1.843 -0.956 0.183 0.623 -1.300
C 0.939 0.408 -1.574 -0.136 0.588 -0.852
C 0.437 -0.833 -0.867 0.129 -0.351 -0.748
C -4.091 0.772 -0.817 -0.100 0.024 -0.690
H 1.216 -2.569 0.145 0.352 0.357 -0.025
H 0.257 -1.650 2.155 0.329 0.050 -0.206
H 1.994 0.733 1.255 -0.242 0.014 0.218
H 1.447 0.532 2.910 -0.259 0.229 0.106
H -0.954 0.683 1.203 0.340 -0.181 0.468
H -0.307 1.879 2.363 -0.239 -0.044 -0.294
H 0.017 3.260 0.498 -0.327 -0.474 -0.210
H 0.108 2.414 -1.692 -0.051 -0.354 -0.335
H 2.000 0.251 -1.853 -0.549 0.118 0.088
H 0.424 0.443 -2.556 0.266 0.014 0.461
H -0.547 -0.664 -0.420 0.663 -0.006 -0.011
H 0.255 -1.597 -1.642 0.126 0.080 -0.132
H -4.681 0.918 -1.725 -0.127 0.395 0.021
H -3.295 1.515 -0.761 -0.041 0.039 -0.054
H -4.754 0.908 0.043 -0.059 0.080 0.010
O -2.067 -2.730 1.845 -1.378 0.464 -1.076
C -2.779 -2.251 0.980 1.623 -0.005 -0.258
O -2.363 -1.410 0.011 -0.677 -1.234 0.752
C -4.262 -2.480 0.839 -0.349 -0.200 -0.147
C -4.912 -2.103 -0.366 -0.815 -0.775 0.755
C -6.320 -2.068 -0.392 0.247 0.036 -0.287
C -7.074 -2.444 0.724 0.510 0.043 0.203
C -6.415 -2.879 1.888 0.397 -0.020 -0.407
C -5.011 -2.912 1.938 -0.613 0.258 -0.324
H -4.351 -1.926 -1.339 -1.089 -0.978 0.642
H -6.825 -1.726 -1.296 0.116 -0.178 0.209
H -8.169 -2.389 0.701 0.545 -0.031 -0.065
H -6.994 -3.188 2.757 0.143 0.082 -0.221
H -4.478 -3.240 2.832 -0.113 0.206 -0.266
```
Positions in Å, forces in eV/Å.

Results of the natural (NBO) charge analysis, in e, for atoms 1 through 8: number 1, P, carries 1.6246; number 2, P, carries 1.5714; number 3, C, carries -0.7592; number 4, C, carries -0.7493; number 5, H, carries 0.2853; number 6, H, carries 0.2393; number 7, H, carries 0.2346; number 8, H, carries 0.2376

---

No. 2
CClNa6O7 as an isolated structure at a distorted geometry, computed with wB97M-V/def2-TZVPD.

Calculated values
**Kohn-Sham gap (alpha / beta)**: 0.2778 / 0.2694 hartree
**Multiplicity**: 2
**Net charge**: +4

The geometry in XYZ format:
```
15
Properties=species:S:1:pos:R:3:forces:R:3
Na 0.402 -2.178 0.994 -0.214 -0.841 -0.390
Na 3.177 1.404 -1.172 0.708 0.024 0.467
Na 1.310 -0.820 -2.691 -1.002 -0.912 -0.771
Na 1.271 4.552 -0.756 -0.394 0.812 0.230
Na -0.976 0.015 4.185 0.381 0.218 1.001
Na -2.777 0.038 1.449 -0.538 -0.204 -1.401
Cl 0.364 1.091 0.654 -2.672 2.472 -1.770
O 1.126 0.149 -0.155 2.068 -0.851 0.936
O 1.053 2.366 0.753 0.959 -1.001 0.059
O -0.819 1.270 -0.086 -1.224 0.590 -0.159
O -0.037 0.629 1.968 1.122 -1.146 0.521
C -0.975 -2.156 -1.275 -3.543 2.598 -0.273
O -1.604 -1.464 -0.395 0.595 0.852 1.189
O -0.589 -3.255 -1.040 2.547 -3.281 0.907
O -0.925 -1.639 -2.434 1.207 0.672 -0.543
```
Positions in Å, forces in eV/Å.

Results of the natural (NBO) charge analysis, in e, for atoms 1 through 8: number 1, Na, carries 0.9717; number 2, Na, carries 0.9945; number 3, Na, carries 0.9872; number 4, Na, carries 0.9986; number 5, Na, carries 0.9986; number 6, Na, carries 0.9904; number 7, Cl, carries 2.5634; number 8, O, carries -0.9491

---

No. 3
C40H54BClIN9OSTi as an isolated structure, computed with wB97M-V/def2-TZVPD.

Calculated values
**Kohn-Sham gap**: 0.2462 hartree
**Net charge**: +2

The geometry in XYZ format:
```
109
Properties=species:S:1:pos:R:3:forces:R:3
Ti 0.502 -0.053 0.146 -0.448 -0.419 0.392
C -0.736 4.502 1.276 -0.054 -0.061 -0.059
C 0.548 3.679 1.118 0.005 -0.021 0.027
C 1.747 4.576 1.461 -0.038 -0.013 0.001
C 0.668 3.158 -0.287 -0.027 0.037 0.074
C 0.724 3.960 -1.411 0.005 0.005 -0.025
C 0.853 3.115 -2.501 -0.020 0.011 -0.004
C 1.026 3.618 -3.910 -0.010 -0.004 -0.001
C 2.482 3.478 -4.358 -0.002 0.016 -0.013
C 0.029 3.084 -4.938 0.024 0.000 -0.006
N 0.874 1.850 -2.043 0.028 -0.028 -0.050
N 0.751 1.865 -0.665 0.113 0.096 -0.017
B 0.912 0.507 -2.838 0.109 0.071 0.001
N 2.064 -0.385 -2.294 0.020 0.055 -0.015
N 2.100 -0.649 -0.942 0.151 -0.037 -0.213
C 3.121 -1.513 -0.718 -0.054 -0.005 0.024
C 3.732 -1.789 -1.923 0.015 -0.009 0.019
C 3.034 -1.089 -2.901 -0.032 -0.029 -0.018
C 3.280 -1.267 -4.376 -0.002 0.003 -0.001
C 2.131 -2.050 -5.013 -0.008 -0.013 0.003
C 3.608 -0.009 -5.175 0.004 0.028 0.010
C 3.450 -2.110 0.617 -0.007 -0.005 -0.023
C 2.851 -3.518 0.717 -0.004 -0.008 0.002
C 4.961 -2.135 0.850 0.000 -0.002 -0.002
N -0.423 -0.261 -2.609 0.048 -0.099 -0.040
N -0.742 -0.670 -1.335 0.185 -0.040 -0.155
C -1.846 -1.446 -1.418 -0.141 0.096 -0.053
C -2.231 -1.524 -2.742 0.003 -0.023 -0.025
C -1.309 -0.778 -3.471 -0.091 0.097 0.038
C -1.337 -0.530 -4.950 -0.021 0.044 0.008
C -1.547 -1.837 -5.717 0.007 -0.003 0.005
C -2.457 0.464 -5.277 -0.011 -0.004 0.017
C -2.533 -2.095 -0.256 0.026 -0.081 0.020
C -3.966 -1.570 -0.118 0.017 0.123 -0.018
C -2.537 -3.615 -0.456 -0.043 0.018 0.023
H -0.867 4.798 2.317 -0.006 0.003 0.017
H -1.621 3.947 0.959 0.060 0.026 0.055
H -0.685 5.411 0.675 0.003 -0.004 -0.005
H 0.502 2.839 1.811 0.000 0.029 -0.021
H 1.734 5.476 0.846 -0.004 0.013 -0.006
H 2.710 4.093 1.294 -0.006 -0.009 -0.002
H 1.695 4.889 2.505 0.001 -0.005 0.005
H 0.695 5.036 -1.446 0.007 0.004 0.003
H 0.824 4.688 -3.818 -0.008 0.002 0.003
H 2.793 2.437 -4.356 0.020 -0.064 -0.017
H 3.147 4.032 -3.695 0.001 -0.004 0.002
H 2.604 3.871 -5.367 -0.002 -0.001 0.004
H 0.254 2.066 -5.250 -0.010 0.009 0.004
H 0.061 3.714 -5.827 0.002 0.001 -0.004
H -0.990 3.112 -4.549 0.016 0.018 -0.001
H 1.081 0.723 -3.985 0.007 -0.015 0.004
H 4.571 -2.442 -2.093 0.003 0.005 0.003
H 4.167 -1.903 -4.407 -0.002 -0.004 -0.003
H 1.220 -1.453 -5.017 -0.009 -0.002 -0.007
H 1.933 -2.980 -4.478 -0.002 -0.001 -0.002
H 2.376 -2.296 -6.046 -0.001 0.000 0.000
H 2.716 0.580 -5.382 -0.016 0.026 0.009
H 4.032 -0.301 -6.135 0.002 0.004 0.003
H 4.339 0.619 -4.665 -0.007 0.008 0.001
H 3.004 -1.489 1.389 -0.012 0.020 0.034
H 1.776 -3.514 0.534 0.007 0.002 0.003
H 3.319 -4.182 -0.011 -0.001 0.000 -0.002
H 3.030 -3.931 1.711 0.002 0.000 -0.001
H 5.461 -2.777 0.124 0.000 0.001 0.003
H 5.177 -2.534 1.841 -0.002 0.000 -0.001
H 5.396 -1.137 0.778 -0.001 -0.001 -0.001
H -3.072 -2.068 -3.139 0.010 -0.009 0.001
H -0.387 -0.088 -5.251 0.009 -0.006 0.004
H -2.529 -2.261 -5.500 0.002 0.000 -0.001
H -0.794 -2.583 -5.466 0.015 -0.006 0.002
H -1.499 -1.650 -6.789 0.000 0.003 0.002
H -3.430 0.042 -5.021 0.003 -0.001 -0.001
H -2.458 0.693 -6.343 -0.001 -0.003 -0.004
H -2.330 1.399 -4.731 -0.010 -0.006 -0.003
H -1.983 -1.867 0.655 -0.003 0.010 -0.001
H -4.569 -1.857 -0.982 -0.002 0.005 -0.005
H -4.001 -0.477 -0.035 0.019 -0.227 -0.020
H -4.433 -1.995 0.770 -0.016 -0.001 0.017
H -3.088 -3.887 -1.357 0.011 -0.001 0.000
H -3.022 -4.099 0.391 -0.007 -0.012 0.006
H -1.524 -4.008 -0.542 0.006 0.011 0.005
Cl 2.378 -1.355 6.715 0.004 -0.002 -0.001
C 1.728 -1.414 5.124 0.007 0.012 0.009
C 0.947 -2.467 4.744 -0.024 -0.007 -0.013
C 0.411 -2.556 3.435 -0.103 0.050 0.009
I -0.688 -4.216 2.882 -0.002 -0.004 -0.014
C 0.639 -1.539 2.551 0.213 0.013 0.031
O 0.272 -1.491 1.254 0.041 0.173 0.067
C 1.444 -0.448 2.940 0.004 -0.018 -0.027
N 1.689 0.450 1.942 0.072 0.006 -0.053
C 2.586 1.393 2.162 0.018 0.041 0.006
C 3.223 1.555 3.398 0.000 0.001 -0.016
C 2.934 0.693 4.426 -0.017 0.001 0.012
C 2.035 -0.369 4.206 0.014 -0.005 0.004
H 0.746 -3.260 5.451 -0.002 -0.001 0.000
H 2.813 2.041 1.328 -0.004 0.026 -0.019
H 3.939 2.355 3.523 0.003 -0.003 -0.002
H 3.411 0.800 5.391 0.002 -0.002 -0.002
S -1.478 0.874 1.463 -0.090 0.033 -0.067
C -2.563 1.623 0.383 0.009 0.091 0.034
N -3.759 2.019 0.910 -0.038 0.022 0.041
C -4.732 2.599 0.179 0.016 -0.014 0.053
C -4.517 2.811 -1.148 0.028 -0.005 -0.050
C -3.269 2.406 -1.643 -0.033 0.044 -0.023
N -2.326 1.840 -0.914 0.042 -0.057 0.028
H -3.908 1.848 1.898 0.007 -0.008 -0.001
H -5.640 2.863 0.703 0.002 0.004 0.003
H -5.264 3.270 -1.775 0.003 -0.004 -0.005
H -3.029 2.558 -2.690 0.004 -0.004 -0.011
```
Positions in Å, forces in eV/Å.

Results of the Löwdin charge analysis, in e, for atoms 1 through 8: number 1, Ti, carries 1.0559; number 2, C, carries -0.0441; number 3, C, carries -0.3796; number 4, C, carries -0.0469; number 5, C, carries -0.2498; number 6, C, carries 0.0558; number 7, C, carries -0.1653; number 8, C, carries -0.3362

---

No. 4
C33H27ClN5NbO9 as an isolated structure at a distorted geometry, computed with wB97M-V/def2-TZVPD.

Calculated values
**Kohn-Sham gap**: 0.1027 hartree
**Net charge**: +2

The geometry in XYZ format:
```
76
Properties=species:S:1:pos:R:3:forces:R:3
Nb 0.842 0.260 1.365 -2.544 0.584 -4.227
O 2.163 -4.764 2.666 -0.068 1.898 0.918
C 0.914 -5.020 2.316 0.362 -0.077 -0.777
C 0.438 -6.329 2.208 1.531 -0.919 1.055
C -0.768 -6.595 1.645 -1.706 0.205 -0.189
C -1.656 -5.545 1.239 1.358 0.446 0.813
C -1.213 -4.246 1.386 0.511 -0.699 -0.518
C 0.083 -3.995 1.865 0.387 2.381 0.504
C 0.572 -2.579 1.970 -1.747 -2.789 -0.890
O -0.136 -1.626 1.437 1.348 2.353 0.169
N 1.688 -2.335 2.597 1.044 2.352 0.532
N 1.973 -0.967 2.561 2.055 -1.052 3.291
C 2.844 -0.430 3.471 -3.203 -3.127 -3.151
C 2.983 0.937 3.417 -0.563 3.323 -0.273
C 3.745 1.675 4.292 0.825 -0.169 0.447
C 3.929 3.032 4.066 -0.498 0.626 -1.370
C 3.296 3.628 2.940 0.617 -1.024 1.368
C 2.417 2.872 2.185 0.361 -0.295 0.787
N 2.230 1.588 2.455 0.310 -1.619 0.060
H 2.195 -3.676 2.783 0.710 -2.941 -0.084
H 1.096 -7.105 2.662 -0.648 0.462 -0.748
H -1.142 -7.618 1.548 0.339 0.289 0.108
H -2.652 -5.764 0.937 -0.474 -0.154 -0.458
H -1.686 -3.365 1.022 -1.023 0.204 -0.108
H 3.325 -1.044 4.173 0.627 -0.886 0.810
H 4.297 1.213 5.121 -0.360 -0.017 -0.470
H 4.624 3.535 4.727 -0.206 0.419 -0.213
H 3.445 4.618 2.594 0.339 0.927 0.216
H 1.866 3.300 1.380 -0.402 0.164 -0.576
C -3.993 -0.506 -2.737 0.445 0.254 -1.332
C -4.342 0.915 -3.038 -1.138 2.794 1.856
C -5.496 1.205 -3.767 0.240 0.510 -0.893
C -5.896 2.498 -4.098 1.159 1.149 0.597
Cl -7.067 2.827 -5.343 -0.017 -0.339 0.469
C -5.202 3.620 -3.557 -0.554 -1.005 -0.272
C -4.106 3.404 -2.743 0.447 -1.005 -0.069
C -3.725 2.080 -2.441 -0.605 -0.890 -2.030
O -2.528 1.908 -1.791 0.622 0.398 1.679
C -2.682 1.991 -0.358 -1.240 -1.930 -0.405
C -1.302 1.838 0.194 -0.492 1.626 -1.356
O -0.664 2.858 0.449 0.838 -1.118 1.361
O -0.842 0.621 0.196 1.732 -1.089 1.840
H -3.857 -0.977 -3.739 0.290 -0.057 0.865
H -4.785 -1.067 -2.245 -0.019 0.212 0.214
H -3.076 -0.481 -2.164 0.235 -0.599 0.064
H -5.997 0.390 -4.239 -0.444 -0.446 -0.224
H -5.496 4.627 -3.805 -0.065 0.025 -0.228
H -3.406 4.214 -2.477 -0.680 -0.398 0.145
H -3.316 1.106 -0.063 0.506 0.764 0.011
H -3.157 2.886 0.045 0.131 0.273 -0.521
N -0.846 2.039 3.524 -0.799 -0.250 -0.173
C -1.761 1.940 4.522 0.852 1.208 -0.161
C -1.827 0.648 4.930 -0.255 -2.012 -0.179
C -0.971 -0.068 4.092 -0.031 1.814 -1.007
N -0.431 0.795 3.170 0.755 -1.013 0.346
H -0.678 2.836 2.894 -0.215 -0.551 0.394
H -2.203 2.816 4.952 -0.265 0.255 -0.121
H -2.509 0.121 5.595 0.330 0.703 0.222
H -0.753 -1.114 4.119 0.114 -0.317 -0.307
O 1.826 1.301 -0.208 -0.410 -0.361 2.272
C 2.229 0.229 -0.792 -0.132 -0.840 -4.068
O 1.969 -0.891 -0.270 -0.835 0.655 2.891
C 2.696 0.249 -2.187 -0.371 2.228 0.403
C 2.648 1.547 -2.842 0.782 -1.695 0.109
C 3.066 1.649 -4.173 0.130 0.254 0.799
C 3.472 0.462 -4.752 0.333 -0.812 -2.932
O 3.769 0.305 -6.126 -0.274 -0.145 1.964
C 3.743 -1.104 -6.386 -1.494 -0.785 0.564
O 3.662 -1.829 -5.091 -0.035 2.365 0.183
C 3.458 -0.809 -4.182 -1.119 -0.719 1.143
C 3.021 -0.937 -2.861 0.073 -1.169 -0.930
H 2.277 2.384 -2.265 0.167 0.086 -0.198
H 3.126 2.593 -4.725 -0.262 -0.494 0.228
H 4.660 -1.440 -6.817 0.451 0.058 -0.661
H 2.805 -1.377 -6.968 1.259 0.417 0.541
H 2.780 -1.954 -2.462 0.574 1.124 -0.115
```
Positions in Å, forces in eV/Å.

Results of the Löwdin charge analysis, in e, for atoms 1 through 8: number 1, Nb, carries 2.1841; number 2, O, carries 0.0601; number 3, C, carries -0.2938; number 4, C, carries -0.0002; number 5, C, carries -0.0308; number 6, C, carries -0.0356; number 7, C, carries -0.0174; number 8, C, carries -0.0777

---

No. 5
C2H3NO3 as an isolated structure at a distorted geometry, computed with wB97M-V/def2-TZVPD.

Calculated values
**Kohn-Sham gap**: 0.4127 hartree

The geometry in XYZ format:
```
9
Properties=species:S:1:pos:R:3:forces:R:3
C 0.399 1.278 0.357 -2.093 -0.072 -0.837
C 0.106 -0.807 0.017 0.776 0.087 2.346
N -0.733 0.342 0.029 1.920 -0.228 -0.556
O 0.203 2.440 0.582 1.217 -1.030 0.185
O 1.438 0.470 0.157 -2.313 -1.032 0.087
O 0.117 -1.638 -1.018 0.248 2.052 0.398
H 0.153 -1.383 0.950 0.619 0.357 -0.192
H -1.569 0.247 0.582 -0.128 0.403 0.225
H -0.113 -0.949 -1.655 -0.245 -0.537 -1.655
```
Positions in Å, forces in eV/Å.

Results of the natural (NBO) charge analysis, in e, for atoms 1 through 8: number 1, C, carries 0.8921; number 2, C, carries 0.5526; number 3, N, carries -0.7635; number 4, O, carries -0.5705; number 5, O, carries -0.5801; number 6, O, carries -0.5996; number 7, H, carries 0.1719; number 8, H, carries 0.4018